1.
{"formula": "C17H17NO4", "method": "ωB97M-V/def2-TZVPD", "orbital_gap_ev": 5.88, "lumo_ev": -0.9, "species": ["C", "O", "C", "C", "C", "C", "C", "C", "C", "C", "H", "H", "H", "H", "H", "H", "H", "H", "H", "H", "H", "C", "C", "O", "C", "C", "C", "C", "C", "C", "N", "O", "O", "H", "H", "H", "H", "H", "H"], "coordinates": [[2.624, 1.532, -2.222], [1.795, 1.435, -1.008], [1.005, 0.240, -0.818], [-0.246, 0.463, -1.713], [-1.143, -0.574, -1.902], [-2.426, -0.257, -2.327], [-2.768, 1.079, -2.544], [-4.169, 1.419, -2.940], [-1.829, 2.107, -2.380], [-0.552, 1.785, -1.937], [2.324, 2.456, -2.755], [3.690, 1.602, -1.921], [2.514, 0.660, -2.891], [1.319, -0.738, -1.307], [-0.805, -1.580, -1.661], [-3.158, -1.058, -2.459], [-4.274, 2.496, -3.062], [-4.433, 0.930, -3.883], [-4.880, 1.081, -2.177], [-2.066, 3.150, -2.557], [0.178, 2.556, -1.710], [2.105, -0.553, 0.141], [1.113, -0.264, 1.190], [0.276, 0.521, 0.453], [0.719, -0.733, 2.475], [1.654, -0.963, 3.533], [1.207, -1.399, 4.766], [-0.161, -1.635, 4.997], [-1.087, -1.438, 3.949], [-0.661, -0.977, 2.710], [2.684, -1.944, 0.286], [3.556, -2.262, -0.538], [2.327, -2.645, 1.258], [2.948, 0.299, 0.070], [2.714, -0.808, 3.350], [1.928, -1.557, 5.560], [-0.511, -1.970, 5.976], [-2.142, -1.634, 4.103], [-1.368, -0.820, 1.898]], "forces_ev_per_a": [[-0.229, -0.097, 0.597], [1.137, -0.690, -1.196], [-4.098, 3.934, -6.418], [0.156, 0.664, 0.364], [0.181, 0.470, -0.126], [0.306, -0.245, 0.084], [-0.093, 0.364, -0.119], [-0.293, -0.045, -0.136], [0.291, -0.732, 0.088], [-1.095, 0.522, -0.688], [0.170, -0.586, 0.277], [-0.636, 0.012, -0.119], [-0.169, 0.352, 0.349], [-0.694, 0.566, -1.165], [-0.306, -0.067, -0.104], [0.089, 0.364, -0.020], [-0.135, -0.033, -0.031], [-0.067, 0.095, 0.085], [0.042, 0.080, -0.134], [-0.306, -0.105, -0.030], [-0.336, -0.146, -0.121], [5.206, -1.456, 9.910], [2.075, -0.307, -1.671], [1.099, -1.651, 0.747], [-0.475, -0.566, 1.494], [-0.826, 0.089, -0.882], [-0.411, -0.015, 0.067], [-0.233, 0.183, -0.818], [0.565, 0.030, 0.622], [0.892, 0.181, -0.008], [1.102, 0.427, 1.147], [-1.407, 0.279, 0.685], [0.352, 0.646, -2.148], [-1.969, -2.572, -0.488], [-0.195, 0.027, 0.016], [-0.092, -0.013, -0.012], [0.165, 0.080, -0.346], [0.104, 0.002, 0.081], [0.135, -0.040, 0.169]]}

=====

2.
{"formula": "CHAgCl3F3V", "method": "ωB97M-V/def2-TZVPD", "s_squared": 6.010, "spin_multiplicity": 5, "total_charge": 1, "orbital_gap_ev": [8.40, 4.67], "lumo_ev": [-5.7, -9.8], "species": ["Ag", "V", "F", "F", "F", "C", "Cl", "Cl", "Cl", "H"], "coordinates": [[2.049, 2.720, 0.876], [2.000, -0.379, 0.802], [2.574, 1.049, -0.609], [3.246, 0.967, 1.887], [0.598, 1.088, 1.170], [-2.108, -1.003, -0.917], [-0.541, -1.382, -0.081], [-3.193, -0.202, 0.177], [-2.773, -2.490, -1.549], [-1.853, -0.369, -1.756]], "forces_ev_per_a": [[-0.053, -2.247, 0.097], [0.790, 2.662, -0.451], [-0.707, -0.593, 0.803], [-1.277, -0.432, -0.560], [0.891, 0.822, 0.000], [-0.279, -0.058, -0.392], [0.453, -0.414, 0.282], [0.079, 0.069, 0.006], [0.066, 0.047, 0.096], [0.037, 0.144, 0.120]]}

=====

3.
{"formula": "C3H6N2O", "method": "ωB97M-V/def2-TZVPD", "orbital_gap_ev": 7.67, "lumo_ev": 0.6, "species": ["C", "N", "C", "C", "O", "N", "H", "H", "H", "H", "H", "H"], "coordinates": [[0.669, 0.085, 0.262], [1.695, -0.393, 0.978], [-1.170, 0.141, -1.241], [-0.723, -0.074, 0.616], [0.974, 0.575, -0.907], [-0.324, 1.163, -1.479], [1.565, -0.645, 1.942], [2.628, -0.341, 0.596], [-0.963, -0.868, -1.611], [-2.211, 0.444, -1.357], [-0.906, -0.918, 1.283], [-1.234, 0.831, 0.919]], "forces_ev_per_a": [[0.535, 0.029, -0.500], [-0.366, 0.283, -0.281], [0.315, -0.360, 0.914], [-0.462, 0.068, -0.889], [-0.107, -0.453, 0.636], [-0.040, 0.440, 0.115], [0.000, -0.034, -0.099], [-0.082, 0.019, 0.051], [-0.005, -0.110, 0.020], [0.081, -0.037, 0.014], [0.019, 0.073, -0.035], [0.113, 0.081, 0.055]]}

=====

4.
{"formula": "C7H16N", "method": "ωB97M-V/def2-TZVPD", "total_charge": 1, "orbital_gap_ev": [6.74, 8.75], "lumo_ev": [-4.9, -4.0], "species": ["C", "C", "C", "C", "C", "C", "C", "N", "H", "H", "H", "H", "H", "H", "H", "H", "H", "H", "H", "H", "H", "H", "H", "H"], "coordinates": [[0.903, -0.972, -1.640], [0.751, -0.209, -0.566], [-2.765, -0.611, -0.468], [-1.280, -1.853, 1.067], [1.278, 2.301, -0.518], [2.016, 0.808, 1.319], [-1.812, -0.539, 0.652], [1.626, 0.856, -0.160], [1.486, -0.835, -2.488], [0.392, -1.867, -1.838], [-3.650, -1.079, -0.109], [-3.104, 0.315, -0.911], [-2.425, -1.033, -1.393], [-0.667, -2.258, 0.362], [-0.889, -1.751, 1.964], [-2.143, -2.464, 1.194], [0.849, 2.363, -1.560], [0.407, 2.477, 0.068], [2.191, 3.059, -0.291], [2.335, 1.819, 1.573], [1.116, 0.308, 1.714], [2.813, 0.152, 1.332], [-1.865, 0.264, 1.311], [2.436, 0.748, -0.615]], "forces_ev_per_a": [[-0.246, 1.134, 1.502], [-2.336, -0.989, 0.298], [0.390, 1.926, -1.066], [-3.245, 1.585, -1.327], [0.250, 0.667, -0.827], [-2.216, 0.266, -1.580], [1.127, -1.737, -2.522], [-1.528, 2.685, 1.129], [2.003, 0.855, -1.164], [-1.541, -0.977, 0.418], [-0.832, -0.859, 0.292], [-0.107, 0.891, 0.721], [0.556, -1.377, -0.004], [1.600, -1.267, -1.776], [2.517, 0.091, 4.194], [-0.848, -0.931, -0.008], [1.188, -0.187, 0.849], [-0.430, 0.762, 0.888], [-2.299, -2.078, -0.612], [-0.492, -0.313, 0.610], [0.558, 0.866, 0.815], [1.693, -1.418, 0.509], [0.104, 1.330, 1.082], [4.135, -0.925, -2.421]]}

=====

5.
{"formula": "C3H7ClN2O2", "method": "ωB97M-V/def2-TZVPD", "orbital_gap_ev": 10.20, "lumo_ev": 0.4, "species": ["C", "C", "C", "N", "N", "O", "O", "Cl", "H", "H", "H", "H", "H", "H", "H"], "coordinates": [[0.928, -0.405, -1.220], [1.210, -0.199, 1.277], [0.575, 0.328, -0.051], [-1.237, 0.006, 0.169], [-2.247, 0.841, 0.077], [-1.929, 2.003, 0.308], [-3.357, 0.395, -0.159], [-1.469, -1.620, -0.215], [1.256, -1.354, -0.966], [0.128, -0.379, -2.035], [1.712, -0.048, -1.794], [0.862, 0.307, 2.094], [2.284, -0.004, 1.318], [0.885, -1.247, 1.326], [0.398, 1.377, -0.129]], "forces_ev_per_a": [[-2.021, -0.146, -2.894], [-0.429, -0.427, -2.906], [-2.655, 0.822, 3.127], [4.338, -1.918, 0.247], [-0.633, 0.528, -0.122], [-0.404, 0.335, -0.181], [0.067, 0.496, 0.020], [-0.945, -0.256, 0.088], [0.015, -2.183, 0.213], [0.740, -0.445, 1.352], [2.028, 1.577, -0.576], [-1.360, 1.317, 2.030], [0.073, -0.574, -0.575], [0.718, 0.142, 0.229], [0.469, 0.731, -0.054]]}

=====

6.
{"formula": "CH4N2O2S", "method": "ωB97M-V/def2-TZVPD", "orbital_gap_ev": 9.45, "lumo_ev": -0.1, "species": ["C", "H", "H", "H", "H", "N", "N", "O", "O", "S"], "coordinates": [[0.244, -0.311, -0.059], [0.766, -1.729, 1.584], [1.303, 0.715, 1.545], [-0.480, 1.727, -0.387], [-1.730, 0.033, -2.197], [0.445, 0.166, 1.121], [0.188, 0.878, -0.896], [-0.079, -0.829, 2.208], [-0.086, -1.399, -0.391], [-0.571, 0.749, -2.529]], "forces_ev_per_a": [[-1.547, 2.924, -4.059], [-4.095, 2.759, 3.078], [-2.501, -1.534, -1.728], [2.886, -3.490, -1.575], [1.088, 0.628, -0.169], [1.450, 0.691, 8.741], [-3.349, 2.805, -0.518], [5.819, -1.911, -5.039], [0.187, -2.034, -0.301], [0.063, -0.838, 1.572]]}

=====

What did the third record say?
{"formula": "C3H6N2O", "method": "ωB97M-V/def2-TZVPD", "orbital_gap_ev": 7.67, "lumo_ev": 0.6, "species": ["C", "N", "C", "C", "O", "N", "H", "H", "H", "H", "H", "H"], "coordinates": [[0.669, 0.085, 0.262], [1.695, -0.393, 0.978], [-1.170, 0.141, -1.241], [-0.723, -0.074, 0.616], [0.974, 0.575, -0.907], [-0.324, 1.163, -1.479], [1.565, -0.645, 1.942], [2.628, -0.341, 0.596], [-0.963, -0.868, -1.611], [-2.211, 0.444, -1.357], [-0.906, -0.918, 1.283], [-1.234, 0.831, 0.919]], "forces_ev_per_a": [[0.535, 0.029, -0.500], [-0.366, 0.283, -0.281], [0.315, -0.360, 0.914], [-0.462, 0.068, -0.889], [-0.107, -0.453, 0.636], [-0.040, 0.440, 0.115], [0.000, -0.034, -0.099], [-0.082, 0.019, 0.051], [-0.005, -0.110, 0.020], [0.081, -0.037, 0.014], [0.019, 0.073, -0.035], [0.113, 0.081, 0.055]]}

=====

- Which formula does entry 4 have?
  C7H16N